The following is a quantum chemistry calculation of a cluster of 3 separate species, C33H55N3O8 in total, from OMol25.

```
99
Properties=species:S:1:pos:R:3:forces:R:3:lowdin_charge:R:1
C 0.107038 -3.523371 -1.249507 0.382 1.257 0.022 -0.079
C 1.641065 -3.711649 -0.814000 -1.295 -0.767 1.161 -0.250
O 2.476707 -4.355472 -1.801388 -0.608 1.646 -0.349 -0.170
C 2.644217 -3.542502 -2.977159 0.595 -0.223 -0.949 -0.192
C 3.651313 -2.296852 -2.800884 0.581 -0.006 -1.555 -0.101
C 3.086200 -1.094674 -3.675702 -0.741 2.143 -1.006 -0.026
C 3.683454 -0.785819 -5.098055 -1.557 2.120 0.300 -0.149
O 4.785860 -1.560332 -5.620861 -1.221 1.372 1.351 -0.046
C 3.174605 0.352742 -6.022540 -1.889 -0.113 2.955 0.077
C 1.990558 1.215761 -5.532353 1.814 -2.994 2.440 -0.024
C 1.421802 0.907881 -4.126941 1.258 -0.607 -0.878 0.045
C 1.934609 -0.206655 -3.155281 0.836 1.292 -3.700 -0.095
O 1.273772 -0.313066 -1.909830 2.209 0.044 -1.560 -0.083
C 2.117798 0.014837 -0.778599 0.043 1.043 1.744 -0.132
C 2.926600 1.396439 -0.881040 1.322 0.168 0.926 -0.338
C 4.435202 1.226728 -1.474588 -0.543 -0.566 -0.038 -0.049
O 2.195592 2.479365 -1.516208 1.599 -1.123 -0.633 -0.060
C 0.219564 1.939847 -3.882063 0.962 -1.731 1.461 -0.291
O -0.477503 2.045559 -2.848622 2.600 0.133 -4.640 0.057
N 0.151255 2.681463 -5.152153 -1.218 -0.240 -0.883 0.105
C 1.211229 2.442355 -6.178211 1.081 -0.501 0.396 -0.316
O 1.412947 3.090588 -7.218411 -1.055 -2.447 3.754 0.085
H -0.378252 -4.454911 -1.687877 0.784 1.122 0.763 0.086
H -0.455657 -3.146525 -0.313513 0.742 -0.792 -1.450 0.085
H 0.018727 -2.659533 -2.010457 0.071 -1.416 1.115 0.064
H 1.625493 -4.419357 0.100403 0.278 1.019 -1.542 0.124
H 2.057601 -2.719478 -0.429848 -0.419 -1.213 -0.757 0.094
H 1.676315 -3.142208 -3.430101 0.986 -0.651 0.929 0.120
H 3.103586 -4.234248 -3.781096 -0.762 1.036 1.372 0.144
H 3.913717 -2.033432 -1.725613 -0.754 -0.257 -1.416 0.104
H 4.645867 -2.614880 -3.298071 -1.535 0.593 0.889 0.118
H 5.636139 -1.166945 -5.312544 -0.996 -0.289 -0.214 0.119
H 3.611945 0.585899 -7.050060 -0.459 -0.687 1.732 0.119
H 2.865348 -0.794698 -0.477500 -1.040 0.936 -0.660 0.100
H 1.405181 0.127519 0.125218 0.894 -0.307 -1.664 0.145
H 3.094587 1.745091 0.210818 -0.408 -0.801 -1.568 0.148
H 5.149630 2.002013 -1.013951 -1.182 -1.141 -0.883 0.090
H 4.431460 1.265984 -2.628408 0.044 0.169 1.734 0.079
H 4.813550 0.168891 -1.208960 -0.487 1.715 -0.280 0.081
H 2.701143 2.635437 -2.353094 -0.865 -0.016 0.932 0.093
H -0.742653 2.424698 -5.621697 0.436 1.106 0.606 0.157
C 2.248157 -0.168646 6.338970 -0.154 -0.198 0.159 -0.042
C 2.208290 0.025867 4.802995 0.449 1.197 1.698 -0.483
C 0.865237 0.672935 4.408929 -0.214 -0.292 -0.197 -0.136
C -0.310677 -0.285975 4.565432 -0.004 0.015 0.041 -0.179
C -0.068414 -1.575890 3.790691 0.062 0.465 -0.139 -0.131
C 1.300790 -2.240979 4.059650 -0.719 -1.980 0.785 -0.476
N 2.439550 -1.273091 4.098694 -0.730 1.571 -4.049 -0.038
O 2.777649 -0.985642 2.812150 0.006 -0.718 2.311 -0.040
C 1.266273 -3.032187 5.388240 -0.146 0.143 0.369 -0.040
C 1.487943 -3.353407 2.991549 0.439 0.575 -0.344 -0.047
C 3.349336 1.043705 4.543263 0.087 -0.345 -0.630 -0.045
H 2.344929 0.794362 6.849835 0.052 -0.027 -0.283 0.086
H 1.345952 -0.614403 6.751797 0.042 -0.109 -0.076 0.055
H 3.104159 -0.779939 6.636797 -0.076 -0.002 -0.084 0.094
H 0.904169 1.018671 3.369371 0.164 -0.120 0.012 0.121
H 0.683339 1.564750 5.018300 0.266 -0.103 0.034 0.125
H -0.497266 -0.506270 5.620624 0.063 0.031 -0.004 0.104
H -1.220530 0.194659 4.192133 0.051 -0.074 0.045 0.114
H -0.875793 -2.280689 4.015898 0.259 -0.129 -0.028 0.127
H -0.157959 -1.344339 2.722059 0.187 -0.074 0.029 0.117
H 2.255505 -3.428598 5.633743 -0.042 0.120 -0.060 0.093
H 0.585870 -3.886158 5.318330 0.070 0.142 -0.211 0.085
H 0.909829 -2.451212 6.237401 0.106 0.047 -0.040 0.059
H 1.400261 -2.969439 1.971912 0.162 0.100 0.190 0.049
H 0.719195 -4.125282 3.093078 0.001 0.245 0.275 0.090
H 2.461041 -3.843821 3.091913 -0.057 0.123 0.001 0.094
H 4.319570 0.624687 4.829126 -0.122 -0.018 -0.067 0.090
H 3.198639 1.954549 5.130932 -0.204 -0.286 0.078 0.085
H 3.407588 1.361426 3.499297 -0.033 -0.248 0.064 0.069
C -6.513814 2.361987 -1.587638 0.146 0.191 -0.174 -0.045
C -6.036924 1.588013 -0.333762 -1.767 0.826 -0.696 -0.486
C -5.706138 2.594022 0.786844 0.385 0.010 0.051 -0.140
C -4.440095 3.393682 0.495609 -0.020 0.018 -0.027 -0.184
C -3.262368 2.467139 0.217012 -0.306 0.007 0.338 -0.129
C -3.542788 1.366892 -0.831205 1.525 0.470 -1.587 -0.466
N -4.875022 0.707107 -0.665465 0.737 -1.272 4.143 -0.042
O -4.758486 -0.208175 0.334654 -0.412 1.115 -2.134 -0.031
C -3.441179 1.945186 -2.262973 -0.073 0.475 -0.098 -0.039
C -2.357238 0.363100 -0.771113 -0.448 -0.331 0.476 -0.042
C -7.290009 0.772899 0.079440 0.463 -0.488 0.245 -0.049
H -7.505630 2.794807 -1.422833 0.096 -0.206 0.176 0.084
H -5.881339 3.205943 -1.853325 0.099 -0.112 -0.026 0.054
H -6.590014 1.699855 -2.454128 0.082 0.013 0.088 0.093
H -5.581270 2.068150 1.740431 0.007 -0.159 -0.146 0.123
H -6.542291 3.287200 0.930154 -0.073 -0.211 -0.177 0.123
H -4.593780 4.075606 -0.345889 -0.049 -0.051 -0.002 0.104
H -4.206512 4.026454 1.358005 0.002 -0.021 -0.088 0.112
H -2.403966 3.070552 -0.096846 -0.016 -0.266 -0.172 0.128
H -2.973581 2.000763 1.167159 -0.065 -0.167 -0.125 0.119
H -3.729196 1.197943 -3.008545 -0.083 -0.006 0.135 0.094
H -2.413837 2.249644 -2.492229 -0.461 -0.202 0.321 0.046
H -4.045995 2.837438 -2.421255 -0.136 -0.103 0.034 0.061
H -2.205115 -0.042504 0.233380 -0.267 -0.049 -0.103 0.070
H -1.419772 0.853119 -1.047399 -0.333 0.166 -0.091 0.062
H -2.507782 -0.473216 -1.460749 -0.061 0.077 0.078 0.091
H -7.566732 0.058224 -0.702417 0.105 0.056 0.079 0.088
H -8.147892 1.433554 0.239542 0.285 0.144 -0.164 0.082
H -7.151482 0.222484 1.013175 0.189 -0.003 -0.192 0.075
```
Forces are in eV/Å.

- HOMO energy (spin up / spin down) (eV) = -8.6 / -9.2
- 2S+1 = 3
- E_LUMO (spin up / spin down) (eV) = -1.117 / -1.117
- maximum force (hartree/bohr) = 0.1035
- total charge = 0

---

The following is a quantum chemistry calculation of a structure of composition C33H56AlFN2O4PSi3, from OMol25.

```
101
Properties=species:S:1:pos:R:3:forces:R:3:lowdin_charge:R:1
Al -0.150352 0.053412 0.072390 0.284 0.088 0.127 0.069
C 0.976014 1.941095 4.242324 -0.018 -0.027 -0.141 -0.165
Si 1.265155 1.923024 2.368019 0.052 0.028 -0.028 0.437
C 1.863049 3.632427 1.828240 0.038 -0.142 0.068 -0.162
C 2.716029 0.778467 2.077029 -0.099 0.123 0.122 -0.160
N -0.158655 1.381899 1.506074 0.235 -0.009 -0.032 -0.054
C -1.281471 2.173425 1.522765 -0.206 -0.019 0.083 -0.302
C -1.466480 3.353557 2.271467 0.073 0.050 -0.024 -0.045
C -2.631334 4.102522 2.214756 -0.059 0.036 0.011 -0.101
C -3.702913 3.720393 1.423899 -0.003 -0.003 -0.016 -0.109
C -3.592078 2.536507 0.703295 0.057 0.023 -0.014 -0.027
C -2.427088 1.821625 0.787824 -0.038 -0.084 -0.037 -0.225
F -2.378705 0.618252 0.107296 -0.072 0.071 0.135 0.004
H 1.804669 2.451489 4.737565 0.054 0.046 0.017 0.024
H 0.946063 0.920962 4.626992 -0.011 -0.064 0.005 0.011
H 0.050226 2.428054 4.548460 -0.030 0.019 -0.011 0.017
H 2.624106 3.980781 2.531050 0.039 0.028 0.062 0.025
H 1.092358 4.398741 1.762595 -0.067 0.002 0.006 0.020
H 2.322430 3.541361 0.843553 -0.028 -0.008 0.002 0.014
H 3.536276 1.149862 2.698967 0.042 -0.008 0.032 0.036
H 3.032521 0.796089 1.037849 0.016 0.009 -0.084 0.014
H 2.525272 -0.256259 2.358916 -0.050 -0.086 0.012 0.020
H -0.671991 3.698786 2.915620 0.029 0.009 -0.026 0.073
H -2.694768 5.005178 2.810270 -0.007 0.017 -0.004 0.097
H -4.604947 4.313133 1.370677 -0.017 0.007 0.006 0.092
H -4.391340 2.162836 0.077966 -0.037 -0.013 -0.017 0.120
C -2.477322 -2.853028 0.239650 0.017 0.019 0.078 -0.213
Si -1.003912 -2.097154 1.189735 -0.033 0.052 -0.087 0.714
C -1.723468 -1.899797 2.989436 -0.016 -0.038 -0.029 -0.636
C -2.557010 -0.617224 3.055643 0.023 0.031 0.053 -0.106
C -2.644818 -3.052805 3.403714 0.004 -0.055 -0.041 -0.112
C -0.600116 -1.774626 4.015718 0.037 0.032 0.031 -0.106
C 0.317681 -3.528167 1.182457 -0.068 -0.005 -0.018 -0.634
C -0.107341 -4.783746 1.947036 -0.056 -0.022 -0.017 -0.113
C 0.525707 -3.931999 -0.284471 0.028 -0.018 0.025 -0.120
C 1.663441 -3.070005 1.747185 0.045 0.033 0.017 -0.111
H -2.825900 -3.786277 0.687169 -0.015 -0.044 0.024 0.020
H -2.199342 -3.066608 -0.787643 0.022 -0.002 -0.120 -0.027
H -3.320403 -2.159350 0.214169 -0.047 0.058 0.012 0.026
H -3.309142 -0.567182 2.266233 -0.047 -0.021 -0.042 0.074
H -1.927934 0.267560 2.981590 0.025 0.008 -0.034 0.058
H -3.083365 -0.565818 4.016267 -0.037 0.002 0.054 0.083
H -3.534315 -3.094145 2.773248 -0.033 -0.007 -0.020 0.069
H -2.985542 -2.895449 4.434382 -0.012 0.012 0.050 0.077
H -2.162209 -4.030288 3.362384 -0.022 0.060 0.002 0.054
H 0.094426 -0.981004 3.731419 0.068 0.011 0.013 0.056
H -0.034036 -2.701458 4.125244 -0.021 0.016 0.014 0.060
H -1.010307 -1.519951 5.000936 -0.019 0.023 0.039 0.084
H -1.080855 -5.157019 1.619564 -0.014 -0.006 -0.002 0.070
H -0.154628 -4.615590 3.024041 0.016 0.003 0.000 0.060
H 0.625343 -5.582328 1.775810 0.033 -0.041 -0.011 0.077
H -0.347110 -4.456173 -0.679213 -0.038 -0.003 -0.021 0.070
H 1.382021 -4.614542 -0.362062 0.023 -0.041 -0.008 0.076
H 0.734945 -3.069820 -0.919900 0.017 0.036 -0.011 0.043
H 1.584851 -2.728512 2.780724 0.025 -0.013 -0.019 0.059
H 2.088134 -2.265743 1.150672 0.022 0.070 -0.005 0.034
H 2.375866 -3.905980 1.732347 0.029 -0.041 -0.007 0.080
C -1.468044 -2.630165 -3.328626 0.041 -0.014 -0.022 -0.288
P -1.088657 -0.986095 -2.593573 0.022 -0.068 0.008 0.857
C 0.211081 -0.454416 -3.768412 -0.030 -0.026 -0.042 -0.261
C -2.532500 -0.045055 -3.215934 -0.018 -0.129 -0.060 -0.261
H -1.561329 -2.564942 -4.415669 -0.004 0.010 -0.006 0.035
H -2.399806 -3.016983 -2.918773 -0.039 -0.018 0.006 0.027
H -0.672339 -3.334367 -3.082787 0.012 -0.016 0.008 0.029
H -0.137931 -0.505945 -4.803250 -0.006 -0.001 0.005 0.040
H 1.083258 -1.095305 -3.639728 0.007 -0.018 0.014 0.027
H 0.521805 0.560212 -3.534185 0.025 0.093 0.014 0.033
H -2.688657 -0.198791 -4.286797 -0.001 0.001 -0.002 0.040
H -2.368519 1.008861 -3.024053 0.014 0.176 0.023 0.012
H -3.429373 -0.351371 -2.675879 -0.004 -0.011 0.013 0.042
C 5.223275 -2.141021 -0.033782 -0.092 0.047 -0.169 -0.180
Si 4.232643 -1.747857 -1.586150 -0.036 0.020 -0.014 0.429
C 5.193643 -0.537105 -2.665573 -0.050 -0.182 0.114 -0.190
C 3.915908 -3.339200 -2.547734 0.062 0.166 0.101 -0.184
C 2.640775 -1.007399 -1.094457 0.135 -0.037 -0.139 -0.178
C 1.602240 -0.527816 -0.669766 0.092 -0.057 0.145 -0.132
H 6.182086 -2.604358 -0.274138 0.037 -0.017 -0.024 0.022
H 4.664832 -2.819366 0.611689 -0.043 -0.042 0.018 0.017
H 5.414200 -1.230854 0.535361 0.006 0.059 0.022 0.027
H 6.212720 -0.885310 -2.849530 0.016 -0.019 -0.004 0.021
H 5.244793 0.437558 -2.181402 0.006 0.053 0.048 0.026
H 4.702560 -0.400869 -3.629344 -0.054 0.002 -0.041 0.022
H 4.848844 -3.841391 -2.811403 0.045 -0.007 -0.007 0.023
H 3.371460 -3.131891 -3.469812 -0.035 0.026 -0.045 0.022
H 3.313156 -4.027234 -1.954205 -0.027 -0.020 0.043 0.013
O 1.544250 2.579089 -1.116865 0.043 0.033 -0.041 0.059
C 0.384841 2.441682 -1.464979 0.055 -0.099 0.018 -0.539
O -0.395250 1.451391 -1.189283 -0.292 0.105 -0.345 -0.099
C -0.253990 3.523192 -2.325459 -0.121 -0.104 0.176 -0.081
C 0.557045 4.440131 -2.982008 0.031 -0.036 0.000 0.000
C 0.007643 5.447700 -3.762857 -0.027 0.004 -0.036 -0.060
C -1.367407 5.566549 -3.881656 0.023 -0.122 0.130 -0.008
C -2.157707 4.652870 -3.200673 0.014 0.059 0.031 -0.133
C -1.636332 3.633357 -2.425051 0.215 0.096 -0.092 0.065
N -3.619747 4.768056 -3.319862 -0.011 -0.158 -0.232 -0.356
O -4.302736 3.897277 -2.827085 -0.070 -0.152 0.225 0.075
O -4.069430 5.708389 -3.945323 -0.005 0.270 -0.047 0.059
H 1.627726 4.344186 -2.862858 0.023 -0.012 0.010 0.120
H 0.650671 6.145603 -4.282899 0.010 0.001 0.013 0.103
H -1.827717 6.340939 -4.474452 -0.028 0.012 -0.017 0.112
H -2.279375 2.954668 -1.890122 -0.069 -0.070 0.025 0.108
```
Forces are in eV/Å.

- HOMO energy (eV) = -4.6
- E_LUMO (eV) = 1.683
- maximum force (hartree/bohr) = 0.0090
- energy above the lowest of the compared OMol25 structures with the same formula, charge and spin (kcal per mole) = 0.0
- total charge = -1